# 1
DFT (wB97M-V/def2-TZVPD) results for a cluster of 12 separate species, C35H60Br24F8O3 in total.

Calculated values
total charge = 0
HOMO-LUMO gap = 8.84 eV
LUMO = 0.12 eV
calculated total energy = -1746170.473 eV

Structure (XYZ):
```
130
Properties=species:S:1:pos:R:3:lowdin_charge:R:1
O -2.424 -1.816 3.101 -0.2304
C -2.859 -1.159 2.197 -0.4458
C -4.338 -0.673 2.026 -0.0497
C -4.251 0.030 0.632 -0.1647
C -2.809 0.552 0.820 -0.3105
C -2.320 1.385 -0.386 -0.0711
C -1.283 0.631 -1.253 -0.1948
O -2.023 -0.097 -2.226 -0.1099
C -1.209 -0.973 -2.974 -0.1301
C -2.004 -2.277 -3.205 -0.3958
F -3.267 -1.890 -3.556 0.0970
F -1.524 -2.937 -4.284 0.0841
C -2.194 -3.220 -1.981 -0.3444
F -3.096 -4.169 -2.381 0.1270
F -2.783 -2.586 -0.959 0.1622
C -0.941 -4.008 -1.513 -0.3466
F -0.428 -4.748 -2.509 0.1527
F -1.392 -4.896 -0.584 0.1314
C 0.159 -3.147 -0.792 -0.2762
F 1.281 -3.176 -1.560 0.0552
F 0.441 -3.646 0.423 0.1139
O -2.122 -0.667 1.147 0.0193
H -4.706 0.025 2.788 0.0662
H -4.926 -1.600 2.039 0.1265
H -4.935 0.882 0.449 0.0432
H -4.382 -0.824 -0.053 0.0589
H -2.684 1.150 1.737 0.1389
H -1.934 2.354 -0.051 0.0636
H -3.187 1.523 -1.047 0.1296
H -0.668 1.417 -1.730 0.0638
H -0.615 0.007 -0.640 0.1081
H -1.083 -0.516 -3.971 0.1005
H -0.193 -1.111 -2.575 0.0916
H -0.165 -2.109 -0.643 0.1415
Br 1.090 -1.667 -5.440 0.7216
C 1.787 -0.468 -6.805 -0.6608
C 2.190 0.857 -6.216 -0.6672
Br 0.635 1.967 -5.834 0.6623
H 1.020 -0.382 -7.569 0.0549
H 2.653 -0.980 -7.222 0.0412
H 2.781 1.427 -6.931 0.0611
H 2.744 0.761 -5.287 0.0431
Br -0.929 2.168 6.224 0.5499
C -0.598 0.453 7.095 -0.7314
C 0.009 -0.537 6.136 -0.6736
Br -1.323 -1.266 4.895 0.9215
H -1.545 0.123 7.510 -0.0204
H 0.090 0.675 7.908 -0.0084
H 0.400 -1.397 6.679 0.0305
H 0.798 -0.106 5.527 0.0276
Br -6.350 -1.349 -2.048 0.6737
C -6.776 -2.790 -3.282 -0.6833
C -7.182 -2.259 -4.631 -0.6982
Br -9.002 -1.566 -4.608 0.5997
H -7.547 -3.392 -2.811 0.0509
H -5.861 -3.374 -3.362 0.0499
H -7.191 -3.059 -5.369 0.0574
H -6.542 -1.454 -4.980 0.0507
Br 5.144 -3.344 -7.111 0.5863
C 3.613 -4.532 -6.901 -0.7002
C 3.842 -5.532 -5.801 -0.6853
Br 5.040 -6.959 -6.372 0.6017
H 3.435 -4.993 -7.869 -0.0251
H 2.778 -3.878 -6.656 0.0081
H 2.911 -6.030 -5.537 0.0612
H 4.278 -5.092 -4.909 0.0484
Br -6.004 1.539 5.067 0.6416
C -5.189 3.261 4.674 -0.6788
C -5.797 3.892 3.448 -0.6566
Br -5.133 3.057 1.816 0.7430
H -4.120 3.090 4.582 0.0457
H -5.382 3.874 5.553 0.0596
H -5.504 4.938 3.374 0.0399
H -6.880 3.821 3.421 0.0532
Br 3.389 -1.152 7.676 0.6338
C 3.961 0.108 6.304 -0.6844
C 4.341 1.434 6.902 -0.7284
Br 2.768 2.475 7.388 0.6288
H 3.151 0.182 5.584 0.0437
H 4.823 -0.358 5.831 0.0484
H 4.871 2.041 6.169 -0.0324
H 4.946 1.339 7.799 0.0498
Br -1.201 1.872 10.247 0.6603
C -3.103 1.740 10.641 -0.6795
C -3.509 0.324 10.951 -0.6896
Br -3.640 -0.754 9.336 0.6455
H -3.631 2.157 9.788 0.0527
H -3.258 2.380 11.508 0.0555
H -4.505 0.300 11.390 0.0559
H -2.812 -0.182 11.613 0.0495
Br -1.886 8.653 0.564 0.6006
C -3.376 7.426 0.802 -0.6903
C -3.070 6.399 1.859 -0.6919
Br -1.870 5.031 1.175 0.6265
H -3.586 6.986 -0.168 0.0533
H -4.215 8.051 1.103 0.0575
H -3.973 5.866 2.150 0.0070
H -2.601 6.822 2.743 0.0543
Br 5.218 0.181 0.980 0.6037
C 4.806 -1.277 -0.242 -0.6928
C 4.492 -0.766 -1.623 -0.6785
Br 2.701 -0.008 -1.711 0.6358
H 3.987 -1.838 0.199 0.0492
H 5.700 -1.896 -0.259 0.0591
H 4.490 -1.584 -2.342 0.0591
H 5.177 0.006 -1.959 0.0506
Br 7.437 5.451 5.890 0.6185
C 7.770 3.757 6.785 -0.6940
C 8.374 2.746 5.846 -0.6714
Br 7.036 2.000 4.644 0.6630
H 6.824 3.433 7.209 0.0382
H 8.464 3.991 7.590 0.0592
H 8.765 1.895 6.400 0.0591
H 9.161 3.160 5.223 0.0504
Br -0.221 3.936 -2.922 0.6152
C 0.442 5.157 -4.286 -0.7178
C 0.837 6.482 -3.691 -0.6931
Br -0.721 7.569 -3.274 0.6011
H -0.337 5.242 -5.038 0.0510
H 1.307 4.660 -4.719 0.0220
H 1.411 7.067 -4.407 0.0571
H 1.405 6.383 -2.771 0.0522
Br 4.464 -9.622 -9.998 0.6027
C 5.172 -8.421 -11.356 -0.6991
C 5.565 -7.094 -10.766 -0.6819
Br 4.008 -5.984 -10.408 0.6442
H 4.414 -8.335 -12.129 0.0491
H 6.044 -8.931 -11.761 0.0572
H 6.164 -6.523 -11.474 0.0586
H 6.108 -7.186 -9.830 0.0455
```

***

# 2
DFT (wB97M-V/def2-TZVPD) results for a cluster of 2 separate species, CH5O2PS in total.

Calculated values
SMILES = O=C(O)P.S
total charge = 0
relative energy (zero: lowest compared OMol25 entry of this formula, charge and spin) = 39.71 kcal/mol
HOMO-LUMO gap = 10.41 eV
LUMO = 0.59 eV
calculated total energy = -25336.569 eV

Structure (XYZ):
```
10
Properties=species:S:1:pos:R:3:lowdin_charge:R:1
O -0.804 1.053 -1.125 0.0210
C -0.821 0.400 -0.120 -0.8899
O -0.465 0.843 1.082 -0.0062
P -1.229 -1.397 -0.019 0.8942
H -0.118 1.750 1.061 0.1277
H -2.521 -1.229 -0.500 -0.1033
H -1.605 -1.332 1.315 -0.1045
S 2.579 -0.470 -0.140 0.4931
H 3.074 0.758 -0.271 -0.2167
H 1.909 -0.377 -1.284 -0.2154
```

***

# 3
DFT (wB97M-V/def2-TZVPD) results for a structure of composition C30H59BiBrN9O5Si2.

Calculated values
total charge = 0
relative energy (zero: lowest compared OMol25 entry of this formula, charge and spin) = 11.27 kcal/mol
HOMO-LUMO gap = 7.82 eV
LUMO = 0.24 eV
calculated total energy = -147354.744 eV

Structure (XYZ):
```
107
Properties=species:S:1:pos:R:3:lowdin_charge:R:1
Bi 0.093 -0.833 0.081 1.7209
N 2.347 -2.125 -0.740 -0.0859
C 2.000 -3.235 -1.627 -0.2572
C 1.212 -2.683 -2.801 -0.2009
N 0.026 -1.947 -2.352 -0.1462
C -1.287 -2.484 -2.741 -0.1825
C -2.225 -2.554 -1.540 -0.2129
N -2.065 -1.327 -0.756 -0.1083
H 2.948 -1.458 -1.216 0.0654
H 2.841 -2.406 0.096 0.0356
H 2.877 -3.781 -1.993 0.1182
H 1.376 -3.935 -1.070 0.0929
H 1.854 -1.999 -3.364 0.1235
H 0.936 -3.494 -3.479 0.1153
H 0.068 -0.990 -2.733 0.0178
H -1.725 -1.834 -3.504 0.0942
H -1.178 -3.481 -3.172 0.1176
H -3.256 -2.666 -1.884 0.1254
H -1.977 -3.412 -0.917 0.0807
H -2.174 -0.503 -1.375 0.0294
H -2.723 -1.248 0.012 0.0639
N 0.335 2.405 -0.386 0.0392
N 0.721 2.936 0.840 0.0083
C 1.525 2.252 1.674 -0.3930
N 1.668 2.749 2.904 0.2073
N 2.089 1.132 1.190 0.0900
N 2.969 0.471 1.974 -0.4391
O 3.410 -0.554 1.472 0.0005
O 3.373 0.894 3.054 0.0217
H 0.494 3.084 -1.120 0.0830
H -0.632 2.091 -0.329 -0.0040
H 0.156 3.672 1.246 0.1245
H 1.162 3.569 3.183 0.1185
H 2.337 2.304 3.514 0.0859
Br -2.336 0.255 -5.836 0.7885
C -1.816 2.015 -5.343 -0.5986
C -2.012 3.038 -6.257 -0.1261
C -1.628 4.328 -5.924 -0.0833
C -1.050 4.581 -4.689 -0.0745
C -0.862 3.544 -3.789 -0.0379
C -1.246 2.246 -4.101 -0.1718
C -1.054 1.129 -3.101 -0.6496
O 0.066 0.567 -3.092 -0.0668
O -2.032 0.854 -2.378 -0.0149
H -2.458 2.823 -7.217 0.0975
H -1.781 5.131 -6.632 0.1036
H -0.745 5.584 -4.425 0.1049
H -0.403 3.744 -2.829 0.0979
N 2.704 0.941 -2.243 0.1091
C 3.038 2.290 -2.328 -0.3355
C 3.867 2.889 -1.378 -0.0544
C 4.180 4.235 -1.471 -0.1044
C 3.677 5.014 -2.505 -0.1188
C 2.856 4.418 -3.454 -0.1020
C 2.536 3.072 -3.373 -0.0508
H 2.654 0.629 -1.282 0.0309
H 1.829 0.743 -2.716 0.0343
H 4.259 2.289 -0.566 0.1021
H 4.825 4.681 -0.723 0.0973
H 3.926 6.064 -2.574 0.0913
H 2.454 5.007 -4.269 0.0982
H 1.882 2.614 -4.104 0.1069
C -1.635 -3.961 1.617 -0.2221
Si -0.276 -2.764 2.155 0.6398
C -0.976 -1.716 3.602 -0.6436
C -0.143 -0.435 3.780 -0.1132
C -1.031 -2.449 4.948 -0.1008
C -2.416 -1.338 3.247 -0.1141
C 1.157 -3.914 2.758 -0.6382
C 2.238 -3.155 3.530 -0.0898
C 0.562 -4.999 3.675 -0.1031
C 1.823 -4.685 1.614 -0.1068
H -1.953 -4.557 2.476 0.0353
H -1.294 -4.651 0.845 0.0252
H -2.517 -3.445 1.240 0.0132
H 0.915 -0.652 3.940 0.0636
H -0.498 0.117 4.657 0.0902
H -0.246 0.230 2.921 0.0254
H -0.044 -2.682 5.346 0.0658
H -1.609 -3.374 4.895 0.0780
H -1.528 -1.797 5.674 0.0868
H -2.463 -0.784 2.315 0.0270
H -2.829 -0.695 4.030 0.0834
H -3.058 -2.218 3.177 0.0791
H 1.847 -2.696 4.439 0.0644
H 2.705 -2.373 2.933 0.0555
H 3.026 -3.852 3.834 0.0904
H 0.022 -4.602 4.533 0.0508
H 1.386 -5.608 4.060 0.0877
H -0.107 -5.668 3.134 0.0749
H 2.517 -4.078 1.044 0.0522
H 1.099 -5.129 0.929 0.0685
H 2.413 -5.507 2.032 0.0887
C -2.717 2.267 2.943 -0.1579
Si -2.530 1.768 1.135 0.2407
C -2.382 3.377 0.171 -0.1626
C -4.158 1.006 0.583 -0.1630
O -1.258 0.790 0.934 -0.6194
H -3.329 3.167 3.027 0.0289
H -1.749 2.474 3.406 0.0169
H -3.197 1.486 3.532 0.0137
H -3.321 3.925 0.279 0.0432
H -2.224 3.207 -0.894 0.0222
H -1.593 4.037 0.546 0.0183
H -4.967 1.713 0.777 0.0339
H -4.399 0.090 1.127 0.0217
H -4.162 0.795 -0.490 0.0268
```

***

# 4
DFT (wB97M-V/def2-TZVPD) results for a cluster of 7 separate species, C8H30N10O7 in total.

Calculated values
SMILES = NC(N)=O.NC(N)=O.NC(N)=O.NC(N)=O.NC(N)=O.CCO.CO
total charge = 0
relative energy (zero: lowest compared OMol25 entry of this formula, charge and spin) = 151.41 kcal/mol
HOMO-LUMO gap = 7.74 eV
LUMO = -0.13 eV
calculated total energy = -38014.952 eV

Structure (XYZ):
```
55
Properties=species:S:1:pos:R:3:lowdin_charge:R:1
N 1.104 -0.262 1.404 0.1287
C 2.162 -0.007 0.696 -0.5821
N 2.000 1.140 0.073 0.1332
O 3.131 -0.933 0.441 -0.0798
H 1.219 -1.105 2.020 0.1029
H 0.505 0.445 1.868 0.0891
H 2.893 1.385 -0.492 0.1430
H 1.183 1.549 -0.383 0.0687
N 0.697 3.240 1.257 0.1369
C -0.194 3.028 2.222 -0.6309
N -0.777 4.123 2.557 0.1429
O -0.497 1.817 2.779 -0.1112
H 1.435 2.497 0.999 0.0974
H 0.530 3.961 0.563 0.1063
H -1.480 4.038 3.322 0.1469
H -0.355 5.032 2.234 0.1489
N 0.181 -1.826 -0.479 0.1259
C 0.742 -1.995 -1.645 -0.6122
N 2.012 -1.808 -1.776 0.1728
O 0.020 -2.382 -2.792 -0.2000
H -0.855 -1.869 -0.520 0.0639
H 0.620 -1.214 0.226 0.0355
H 2.495 -1.622 -2.667 0.1367
H 2.532 -1.638 -0.902 0.0484
N -0.672 -3.656 1.573 0.1720
C -0.405 -3.350 2.774 -0.6444
N -1.251 -3.820 3.610 0.1681
O 0.587 -2.426 3.081 -0.1283
H -0.222 -3.052 0.843 0.0958
H -1.440 -4.276 1.312 0.1365
H -1.286 -3.490 4.557 0.1227
H -1.786 -4.653 3.388 0.1247
N 1.178 1.872 -3.589 0.1793
C 2.461 2.022 -3.477 -0.6090
N 3.129 1.694 -4.521 0.1624
O 3.111 2.373 -2.279 -0.1664
H 0.631 2.040 -2.693 0.0751
H 0.695 1.774 -4.424 0.0919
H 4.118 1.917 -4.584 0.1309
H 2.620 1.527 -5.382 0.1209
C -2.635 -1.113 1.398 -0.0783
C -3.354 -1.221 0.128 -0.3004
O -2.547 -2.106 -0.600 -0.0689
H -3.053 -0.427 2.126 0.0950
H -1.578 -0.876 1.250 0.0660
H -2.730 -2.010 1.917 0.0471
H -3.521 -0.262 -0.362 0.1044
H -4.308 -1.693 0.289 0.1134
H -2.827 -2.142 -1.484 0.0825
C -1.193 1.338 -0.834 -0.0987
O -0.311 2.245 -1.463 -0.1632
H -2.234 1.571 -0.967 0.0916
H -0.801 1.075 0.110 0.0402
H -1.007 0.387 -1.383 0.1027
H -0.674 3.141 -1.323 0.1223
```